(1)
20
Properties=species:S:1:pos:R:3:forces:R:3:nbo_charge:R:1 method="wB97M-V/def2-TZVPD" total_energy_ev=-9378.333 gap_ev=9.89 lumo_energy_ev=-3.459 total_charge=+1 spin_multiplicity=1 largest_force_ha_per_bohr=0.0537 e_above_lowest_kj_mol=313.7
C -1.875 0.668 -1.072 2.11 -1.16 -1.35 -0.23
C -1.573 -0.633 -0.273 0.54 2.46 1.14 -0.46
C -0.319 -0.553 0.621 1.92 -0.64 -1.34 0.17
C 0.050 -1.311 1.667 -2.58 0.93 -0.05 -0.38
N 0.853 0.115 -0.137 0.53 -0.85 0.96 -0.75
N -0.954 0.735 -2.259 -0.06 -0.03 0.06 -0.88
H -1.529 1.569 -0.555 -1.25 -0.08 0.52 0.20
H -2.883 0.605 -1.451 -0.59 0.56 0.55 0.21
H -2.443 -0.811 0.346 -0.05 -0.67 0.08 0.26
H -1.327 -1.443 -0.964 -0.45 -0.15 0.12 0.23
H -0.762 -1.239 2.398 -0.02 -1.52 -0.13 0.24
H 0.840 -2.035 1.784 0.98 1.05 0.41 0.25
H 0.628 1.107 -0.153 -0.17 0.05 -0.78 0.44
H 1.746 0.119 0.428 -0.71 -0.31 -0.01 0.47
H 1.071 -0.243 -1.062 -0.42 0.36 -0.45 0.44
H -1.304 1.467 -2.868 0.26 0.05 -0.04 0.38
H -0.955 -0.105 -2.831 -0.32 -0.08 0.14 0.36
H 3.891 0.378 1.505 -0.31 -0.18 -0.34 0.51
H 2.905 1.210 2.255 -0.42 -0.09 -0.20 0.50
O 2.946 0.606 1.497 1.01 0.29 0.69 -0.97


(2)
21
Properties=species:S:1:pos:R:3:forces:R:3:nbo_charge:R:1 method="wB97M-V/def2-TZVPD" total_energy_ev=-11433.594 gap_ev=7.34 lumo_energy_ev=4.153 total_charge=-1 spin_multiplicity=1 largest_force_ha_per_bohr=0.0571 e_above_lowest_kj_mol=110.3
N -0.773 -1.425 2.259 -0.01 -1.24 -1.00 -0.86
C -0.459 -0.881 0.912 -1.15 0.64 0.33 -0.06
C -0.913 0.600 0.883 2.37 0.65 -1.61 -0.45
C -0.572 1.443 -0.446 -1.90 -1.90 -0.76 -0.01
O 0.550 1.051 -1.072 0.39 0.90 -0.01 -0.94
C 0.968 -1.185 0.513 1.54 -0.50 -0.33 -0.24
N 0.962 -2.261 -0.491 -0.65 -0.61 -0.88 -0.86
H -1.688 -1.866 2.244 0.17 0.40 0.38 0.35
H -0.697 -0.717 2.958 -0.29 0.44 0.37 0.35
H -1.116 -1.364 0.180 0.16 -0.40 0.16 0.18
H -1.988 0.644 1.032 0.04 0.31 0.75 0.19
H -0.204 1.112 1.552 -0.87 0.05 0.89 0.18
H -1.460 1.276 -1.165 0.21 0.11 0.65 0.07
H -0.695 2.516 -0.186 0.37 0.10 0.24 0.10
H 1.482 -0.276 0.199 -0.26 -0.05 -0.30 0.23
H 1.600 -1.648 1.285 -0.68 0.38 0.61 0.17
H 0.450 -2.026 -1.335 -0.10 0.48 0.22 0.35
H 1.854 -2.575 -0.844 0.41 0.33 0.45 0.34
H 1.541 2.580 -3.260 -0.01 0.04 -0.02 0.44
H 0.508 2.180 -2.228 0.27 -0.44 0.20 0.51
O 0.651 2.821 -2.991 0.00 0.32 -0.31 -1.02


(3)
21
Properties=species:S:1:pos:R:3:forces:R:3:nbo_charge:R:1 method="wB97M-V/def2-TZVPD" total_energy_ev=-11428.085 gap_ev=11.48 lumo_energy_ev=-2.978 total_charge=+1 spin_multiplicity=1 largest_force_ha_per_bohr=0.0715 e_above_lowest_kj_mol=134.0
C 0.159 2.157 0.303 1.07 0.53 -0.13 -0.09
O 1.421 2.755 0.679 -1.10 -0.60 1.17 -0.71
C 0.442 1.653 -1.105 0.44 -0.55 1.00 -0.24
N -0.693 0.787 -1.516 -0.33 2.68 -2.50 -0.70
H -0.606 2.928 0.249 -0.29 0.13 0.16 0.18
H -0.225 1.331 0.958 0.63 0.56 -0.35 0.18
H 1.402 2.959 1.641 0.04 -0.09 -0.98 0.49
H 0.591 2.450 -1.854 -0.15 -0.33 0.51 0.24
H 1.326 1.006 -1.070 -0.06 0.32 -0.13 0.23
H -1.551 1.374 -1.459 0.38 -0.76 -0.04 0.43
H -0.864 -0.103 -1.029 -0.27 -1.10 0.89 0.47
H -0.505 0.669 -2.522 -0.66 -0.62 0.33 0.43
C 0.999 -1.650 0.071 -0.28 -0.07 -0.05 -0.72
C -0.453 -1.971 0.382 -0.82 1.75 0.04 0.70
N -0.583 -2.827 1.402 -1.32 -0.55 -0.18 -0.77
O -1.432 -1.291 -0.102 2.60 -1.82 1.11 -0.69
H 1.687 -2.413 0.459 -0.23 0.24 -0.29 0.25
H 1.236 -0.705 0.586 -0.07 -0.28 -0.16 0.25
H 1.120 -1.520 -0.998 0.25 -0.03 -0.15 0.23
H 0.076 -3.587 1.591 -0.27 0.79 -0.13 0.42
H -1.541 -2.958 1.731 0.44 -0.18 -0.10 0.42


(4)
21
Properties=species:S:1:pos:R:3:forces:R:3:nbo_charge:R:1 method="wB97M-V/def2-TZVPD" total_energy_ev=-11424.060 gap_ev=5.79 lumo_energy_ev=-6.961 total_charge=+1 spin_multiplicity=1 largest_force_ha_per_bohr=0.0786 e_above_lowest_kj_mol=522.3
N 0.793 1.288 -0.153 0.64 0.55 0.58 -0.85
C 1.569 0.389 -0.955 -1.36 -0.11 0.05 -0.20
C 1.864 -0.951 -0.257 0.97 -1.20 -2.23 -0.25
N 0.624 -1.616 0.140 -0.91 0.80 -1.18 -0.45
C -0.534 -1.628 -0.564 1.57 -2.12 3.06 0.30
C -1.750 -1.388 0.241 -2.16 0.16 -0.47 -0.17
O -2.079 0.011 0.160 1.21 0.00 0.65 -0.68
H -0.106 0.987 0.176 -0.15 -0.35 -0.18 0.37
H -2.490 0.285 -0.666 -0.09 -0.39 -0.19 0.50
H 0.674 2.221 -0.520 0.30 0.02 0.00 0.40
H 1.012 0.079 -1.868 0.32 0.07 -0.07 0.15
H 2.511 0.849 -1.252 -0.07 -0.07 0.00 0.24
H 2.640 -0.946 0.504 -0.61 0.08 0.59 0.25
H 2.285 -1.554 -1.078 0.24 0.01 0.14 0.23
H 0.639 -2.156 0.999 -0.64 1.33 0.99 0.45
H -0.627 -2.313 -1.396 0.43 1.64 -1.92 0.26
H -1.599 -1.636 1.296 -0.05 0.11 -0.11 0.23
H -2.632 -1.890 -0.175 0.42 -0.53 0.32 0.22
H -0.830 4.046 2.118 -0.04 -0.08 0.24 0.49
H -1.069 2.536 1.826 -0.04 0.07 0.41 0.47
O -0.896 3.388 1.425 0.04 0.00 -0.67 -0.95


(5)
21
Properties=species:S:1:pos:R:3:forces:R:3:nbo_charge:R:1 method="wB97M-V/def2-TZVPD" total_energy_ev=-11420.797 gap_ev=3.30 lumo_energy_ev=-9.274 total_charge=+1 spin_multiplicity=1 largest_force_ha_per_bohr=0.1532 e_above_lowest_kj_mol=837.2
O -0.804 -0.424 0.395 0.34 -0.99 -4.15 -0.43
C -1.003 -0.759 -0.831 -5.22 2.70 5.24 0.43
N -2.360 -0.699 -1.262 2.51 -1.19 -0.47 -0.69
C -0.061 -1.175 -1.756 4.73 -0.95 -1.81 0.44
N 1.318 -1.308 -1.421 -2.78 -0.40 0.20 -0.84
C 2.046 1.476 2.138 0.60 0.08 0.20 -0.34
C 0.817 1.933 1.874 -0.36 0.87 -0.25 -0.38
H -2.638 -1.352 -1.990 0.01 0.38 -0.16 0.40
H -3.032 -0.671 -0.512 -0.06 0.33 0.34 0.43
H -4.955 11.776 -5.765 -2.69 2.86 -2.01 0.00
H -0.360 -1.409 -2.795 -0.33 -0.53 0.63 0.23
H 1.901 -0.623 -1.901 0.29 0.26 0.36 0.46
H 1.653 -2.276 -1.567 -0.05 0.62 -0.72 0.44
H 2.273 0.394 2.180 -0.18 0.82 -0.05 0.23
H 2.864 2.197 2.365 -0.67 -0.71 -0.19 0.21
H -0.026 1.236 1.699 0.56 0.71 0.28 0.20
H 0.633 3.053 1.822 0.07 -1.62 0.04 0.21
H -4.557 11.353 -5.468 2.69 -2.86 2.01 0.00
H 0.334 -1.130 1.281 1.14 -0.50 1.25 0.47
H 0.686 -2.250 2.322 -0.43 -0.87 0.54 0.47
O 1.021 -1.464 1.926 -0.18 0.99 -1.28 -0.95


(6)
21
Properties=species:S:1:pos:R:3:forces:R:3:nbo_charge:R:1 method="wB97M-V/def2-TZVPD" total_energy_ev=-20221.998 gap_ev=6.65 lumo_energy_ev=3.797 total_charge=-1 spin_multiplicity=1 largest_force_ha_per_bohr=0.0469 e_above_lowest_kj_mol=90.2
C -1.109 -1.802 -0.076 0.10 1.05 0.55 -0.21
N -0.227 -1.791 1.132 -0.47 -0.12 -0.93 -0.66
C 1.209 -1.617 0.980 0.20 1.32 0.27 -0.03
N 1.734 -0.477 1.808 0.62 -1.12 -1.05 -0.87
C -1.962 -0.517 -0.279 -0.41 0.25 0.61 -0.44
C -1.406 0.607 -1.148 1.82 0.85 -1.34 -0.52
S -0.569 2.118 -0.401 -0.48 -0.75 0.18 -0.72
H -0.597 -1.988 -1.023 0.49 -0.08 0.26 0.18
H -1.785 -2.621 0.075 -0.51 -0.56 -0.07 0.17
H -0.604 -1.061 1.718 0.20 0.14 0.09 0.36
H 1.489 -1.319 -0.063 -0.33 -0.77 0.51 0.16
H 1.735 -2.529 1.294 -0.10 0.06 -0.29 0.15
H 2.079 0.142 1.076 -0.32 0.70 0.80 0.39
H 1.019 -0.028 2.360 -0.13 0.19 -0.32 0.36
H -2.220 -0.034 0.691 0.25 -0.49 -0.25 0.20
H -2.943 -0.851 -0.662 0.28 0.10 -0.17 0.19
H -0.594 0.288 -1.853 -0.64 -0.61 0.61 0.17
H -2.120 1.006 -1.865 -0.61 -0.12 0.28 0.19
H 2.399 0.490 -2.066 -0.47 -0.08 -0.11 0.45
H 1.377 1.634 -1.563 0.14 -0.36 0.33 0.51
O 2.323 1.344 -1.642 0.36 0.43 0.03 -1.01


(7)
20
Properties=species:S:1:pos:R:3:forces:R:3:nbo_charge:R:1 method="wB97M-V/def2-TZVPD" total_energy_ev=-18166.598 gap_ev=8.72 lumo_energy_ev=-3.520 total_charge=+1 spin_multiplicity=1 largest_force_ha_per_bohr=0.0584 e_above_lowest_kj_mol=182.8 smiles=NC[C@@H]([NH3+])CCS
N -0.835 3.205 0.721 0.20 -1.78 -0.39 -0.89
C -0.013 1.993 0.419 1.23 0.16 0.32 -0.25
C -0.833 0.861 -0.202 -0.69 -2.18 1.72 -0.06
N -1.402 1.462 -1.432 1.27 1.65 -2.16 -0.70
C -0.077 -0.503 -0.483 0.11 -0.15 -2.84 -0.45
C 0.430 -1.380 0.632 -1.06 -1.36 1.75 -0.49
S 1.497 -2.953 0.289 0.33 1.35 -0.21 -0.06
H -0.740 3.919 0.030 0.39 0.69 0.30 0.38
H -0.931 3.544 1.684 0.30 -0.37 -0.80 0.42
H 0.800 2.229 -0.383 -0.97 -0.22 1.65 0.20
H 0.454 1.517 1.336 -0.27 1.07 -1.02 0.24
H -1.733 0.608 0.465 1.18 0.61 -0.92 0.24
H -2.282 1.126 -1.760 -1.15 -0.53 0.24 0.44
H -1.512 2.478 -1.141 -0.36 -1.04 -0.56 0.46
H -0.821 1.427 -2.351 -0.45 0.04 2.18 0.45
H -0.715 -1.166 -1.122 0.01 0.74 0.43 0.23
H 0.783 -0.316 -1.172 -0.39 0.27 0.46 0.22
H 1.034 -0.756 1.301 0.20 -0.66 0.04 0.22
H -0.428 -1.795 1.226 0.73 0.64 -0.36 0.23
H 0.755 -4.075 0.046 -0.61 1.08 0.17 0.16


(8)
21
Properties=species:S:1:pos:R:3:forces:R:3:nbo_charge:R:1 method="wB97M-V/def2-TZVPD" total_energy_ev=-28992.984 gap_ev=4.28 lumo_energy_ev=-8.607 total_charge=+1 spin_multiplicity=1 largest_force_ha_per_bohr=0.0845 e_above_lowest_kj_mol=1051.0
S 2.341 2.187 2.168 0.05 0.20 0.11 -0.10
S -0.493 -0.722 -2.744 1.02 0.12 1.49 0.47
C 0.165 0.659 -1.802 -0.38 0.17 -0.82 -0.62
C 0.195 0.304 -0.188 2.13 -0.20 -2.14 -0.02
C -0.911 -0.583 0.072 -2.99 -1.68 0.31 -0.31
N -0.471 -1.959 -0.297 -1.86 1.87 -3.11 -0.30
C -1.648 -2.807 -0.737 0.88 -0.56 0.11 -0.46
N 0.072 1.518 0.485 2.29 3.07 2.05 -0.78
H 3.755 3.258 4.404 -2.51 1.18 -0.65 0.04
H 1.121 0.983 -2.234 0.01 -0.39 0.54 0.27
H -0.554 1.501 -1.971 0.27 -0.65 0.62 0.28
H 1.099 -0.337 0.078 -0.44 1.15 -0.71 0.23
H -1.879 -0.380 -0.498 1.08 0.17 0.89 0.24
H -1.171 -0.400 1.128 0.12 -0.88 0.03 0.30
H 0.058 -1.653 -1.244 0.60 -1.25 0.33 0.28
H -2.238 -2.436 -1.592 0.47 0.01 0.47 0.23
H -1.351 -3.854 -0.885 0.27 0.53 -0.21 0.25
H -2.259 -2.817 0.117 -1.14 -0.01 1.14 0.23
H 0.561 2.341 0.057 -0.89 -0.96 -0.19 0.40
H 3.001 3.668 4.261 2.35 -1.44 0.28 0.01
H 0.608 1.530 1.422 -1.35 -0.44 -0.52 0.37


(9)
20
Properties=species:S:1:pos:R:3:forces:R:3:nbo_charge:R:1 method="wB97M-V/def2-TZVPD" total_energy_ev=-8826.975 gap_ev=9.27 lumo_energy_ev=1.078 spin_multiplicity=1 largest_force_ha_per_bohr=0.0215 e_above_lowest_kj_mol=235.2 smiles="CNN(C)C.C=N"
C -0.670 1.998 -0.412 0.22 -0.09 0.10 -0.44
N -0.879 0.590 -0.102 -0.28 -0.10 -0.37 -0.49
N 0.050 -0.022 0.771 0.11 -0.08 0.11 -0.30
C -0.205 0.345 2.148 -0.06 -0.11 -0.10 -0.42
C 1.450 0.137 0.411 -0.14 0.05 -0.04 -0.44
H -0.666 2.574 0.513 -0.01 0.10 -0.03 0.19
H -1.515 2.325 -1.015 -0.01 0.07 -0.01 0.21
H 0.255 2.209 -0.966 -0.02 0.04 0.04 0.16
H -0.879 0.047 -0.963 0.00 0.05 0.18 0.38
H 0.302 -0.368 2.797 0.04 0.04 0.10 0.19
H 0.145 1.356 2.406 0.00 0.03 0.01 0.16
H -1.277 0.287 2.319 -0.01 0.00 0.07 0.22
H 2.035 -0.567 1.003 0.09 0.01 0.01 0.20
H 1.839 1.149 0.596 0.02 0.01 -0.02 0.17
H 1.570 -0.107 -0.644 0.07 0.01 -0.02 0.21
C -0.301 -2.524 -1.397 0.05 -0.71 0.42 -0.03
N -0.359 -1.647 -2.287 -0.06 0.84 -0.72 -0.64
H -0.238 -3.604 -1.563 -0.01 0.05 -0.17 0.14
H -0.309 -2.190 -0.366 0.00 0.03 0.25 0.19
H -0.349 -1.988 -3.249 0.02 -0.26 0.20 0.34


(10)
20
Properties=species:S:1:pos:R:3:forces:R:3:nbo_charge:R:1 method="wB97M-V/def2-TZVPD" total_energy_ev=-8826.602 gap_ev=8.58 lumo_energy_ev=0.712 spin_multiplicity=1 largest_force_ha_per_bohr=0.0890 e_above_lowest_kj_mol=271.2 smiles="CCC(N)N.C=N"
C -1.535 0.101 -0.923 0.11 1.68 0.78 -0.63
C -0.815 -1.189 -0.758 2.93 -0.30 1.48 -0.44
C 0.708 -0.936 0.068 -2.47 -0.09 -2.64 0.16
N 1.558 -2.096 0.011 0.35 -0.21 0.19 -0.85
N 0.461 -0.433 1.341 0.97 2.97 0.68 -0.93
H -1.277 0.616 -1.849 -0.27 -0.27 -0.35 0.20
H -1.219 0.880 -0.156 -0.52 -1.39 -0.42 0.20
H -2.615 -0.009 -0.822 -0.04 0.16 -0.24 0.21
H -0.566 -1.662 -1.708 -0.14 -0.09 -0.03 0.19
H -1.326 -1.900 -0.113 -0.23 -0.08 -0.04 0.19
H 1.137 -0.158 -0.570 0.25 0.05 0.15 0.16
H 1.157 -2.877 0.520 0.00 0.03 -0.12 0.35
H 1.745 -2.386 -0.940 -0.12 -0.05 0.05 0.36
H 0.973 0.652 1.489 -1.32 -4.38 0.10 0.43
H 0.318 -1.180 2.016 0.46 0.85 0.33 0.37
C 0.239 2.535 0.068 1.09 1.02 1.50 -0.01
N 0.787 2.203 1.186 -0.56 0.75 -1.32 -0.64
H 0.892 2.666 -0.793 -0.10 -0.57 -0.13 0.18
H -0.771 2.931 -0.047 -0.03 -0.19 0.18 0.17
H 0.151 2.244 1.980 -0.37 0.11 -0.14 0.36


(11)
20
Properties=species:S:1:pos:R:3:forces:R:3:nbo_charge:R:1 method="wB97M-V/def2-TZVPD" total_energy_ev=-8827.006 gap_ev=9.96 lumo_energy_ev=1.070 spin_multiplicity=1 largest_force_ha_per_bohr=0.1322 e_above_lowest_kj_mol=232.2 smiles=NCC[C@H](N)CN
N 0.833 -0.143 2.573 -1.41 0.05 0.28 -0.85
C -0.371 0.378 1.828 -0.05 -2.49 2.06 -0.23
C -0.443 -0.277 0.492 6.79 0.13 -0.16 -0.41
C -0.007 0.604 -0.683 -0.75 -2.38 -1.33 -0.04
N -0.866 1.809 -0.843 5.62 0.10 -2.94 -0.86
C 0.021 -0.530 -1.899 -1.86 0.27 1.50 -0.23
N 1.171 -1.474 -1.937 0.02 3.34 -0.06 -0.83
H 1.517 0.580 2.635 0.55 0.44 0.27 0.35
H 0.529 -0.389 3.520 0.48 0.26 -0.38 0.36
H -0.422 1.428 1.801 0.09 1.47 -0.18 0.20
H -1.281 0.028 2.394 0.85 0.48 -0.28 0.17
H 0.455 -1.167 0.481 -2.85 2.18 0.32 0.21
H -1.332 -0.721 0.439 -3.69 -1.76 -1.22 0.20
H 1.079 0.811 -0.646 -0.58 0.84 0.61 0.18
H -0.607 2.182 -1.811 -1.05 -0.30 1.97 0.37
H -1.808 1.798 -0.690 -2.79 -0.78 0.32 0.37
H -1.006 -0.993 -1.727 1.32 -0.27 -0.26 0.16
H -0.087 -0.137 -2.877 0.18 1.06 -0.93 0.18
H 1.767 -1.415 -1.136 0.36 0.50 0.57 0.35
H 0.858 -2.371 -1.913 -1.23 -3.16 -0.16 0.35


(12)
20
Properties=species:S:1:pos:R:3:forces:R:3:nbo_charge:R:1 method="wB97M-V/def2-TZVPD" total_energy_ev=-8827.284 gap_ev=9.24 lumo_energy_ev=1.070 spin_multiplicity=1 largest_force_ha_per_bohr=0.0800 e_above_lowest_kj_mol=205.4 smiles=NCCNCCN
N 1.561 -1.651 2.326 0.37 0.06 0.53 -0.89
C 1.651 -0.475 1.507 1.67 -1.25 -1.02 -0.23
C 0.638 -0.538 0.327 0.88 0.53 0.06 -0.23
N -0.075 0.732 0.200 0.68 -0.96 -0.73 -0.65
C -0.288 1.378 -1.082 -1.48 2.31 -0.12 -0.23
C -1.773 1.121 -1.772 3.60 -1.94 0.49 -0.23
N -2.072 -0.270 -1.425 -1.89 0.45 -0.62 -0.85
H 2.344 -2.268 2.427 -0.19 0.13 -0.01 0.38
H 0.699 -1.944 2.733 -0.17 0.04 0.12 0.37
H 2.654 -0.537 1.060 -0.05 -0.36 -0.22 0.18
H 1.850 0.476 1.989 -1.40 0.46 0.58 0.19
H 1.282 -0.730 -0.582 -1.12 0.26 0.62 0.20
H 0.044 -1.456 0.537 -0.08 0.64 -0.46 0.18
H -0.887 0.768 0.790 -0.12 0.12 0.06 0.36
H -0.256 2.455 -0.768 0.13 -0.47 -0.95 0.18
H 0.520 1.223 -1.848 -0.66 -0.25 1.03 0.20
H -2.533 1.820 -1.469 -0.25 0.04 0.37 0.19
H -1.623 1.186 -2.853 -0.24 0.16 0.10 0.19
H -2.377 -0.337 -0.470 0.12 -0.29 0.11 0.35
H -1.358 -0.952 -1.629 0.19 0.31 0.05 0.36